21
Properties=species:S:1:pos:R:3 method="wB97M-V/def2-TZVPD" homo_energy_ha=-0.3474
C -1.37 -1.40 -0.91
C -0.62 -1.44 0.39
C -2.34 1.87 0.75
C 0.65 -1.06 0.60
C 1.61 -0.49 -0.40
C 2.07 0.90 0.03
O 2.70 -1.40 -0.48
H -2.10 -2.22 -0.95
H -0.72 -1.50 -1.78
H -1.93 -0.47 -1.02
H -1.18 -1.80 1.25
H -3.18 1.17 0.73
H -2.23 2.34 -0.23
H -2.53 2.64 1.51
H 1.06 -1.16 1.61
H -1.42 1.32 1.00
H 1.11 -0.41 -1.38
H 2.60 0.84 0.99
H 1.22 1.58 0.14
H 2.76 1.33 -0.71
H 3.36 -1.01 -1.08